Computed, not measured: a gas-phase ion, C2H6N (charge +1), with ωB97M-V with the def2-TZVPD basis set.

ORCA input file:
```
! wB97M-V def2-TZVPD RIJCOSX def2/J DEFGRID3
* xyz 1 1
H 1.730 -0.850 0.238
H -1.426 1.267 -1.099
H -0.306 1.860 0.124
H 0.676 -0.049 1.554
C -0.619 0.978 -0.428
H 0.476 -1.699 0.996
C 0.752 -0.688 0.684
N -0.226 -0.212 -0.316
H -0.496 -0.915 -0.997
*
```

Results
F_max = 2.1 eV/A
E_HOMO = -0.670 Eh
energy relative to the best compared isomer or geometry (same formula, charge and spin) = 5.2 kcal/mol

Atomic partial charges in e from the Mulliken method, atoms 1 to 5: 0.318 0.267 0.272 0.318 -0.037

---

Computed, not measured: a gas-phase ion, C2H6N (charge +1), with ωB97M-V with the def2-TZVPD basis set.

ORCA input file:
```
! wB97M-V def2-TZVPD RIJCOSX def2/J DEFGRID3
* xyz 1 1
H 0.455 -1.506 0.845
H -0.477 0.446 -2.255
H 1.124 0.208 1.074
H -0.201 -0.305 2.035
C 0.238 -0.438 1.044
N -0.589 0.136 -0.080
C -0.055 0.629 -1.207
H 0.987 1.124 -1.222
H -1.482 -0.294 -0.234
*
```

Results
F_max = 4.0 eV/A
E_HOMO = -0.662 Eh
energy relative to the best compared isomer or geometry (same formula, charge and spin) = 18.6 kcal/mol

Atomic partial charges in e from the Mulliken method, atoms 1 to 5: 0.302 0.273 0.324 0.294 -0.669

---

Computed, not measured: C2H6N2 in the gas phase, with ωB97M-V with the def2-TZVPD basis set.

ORCA input file:
```
! wB97M-V def2-TZVPD RIJCOSX def2/J DEFGRID3
* xyz 0 1
N 1.654 0.190 -1.431
H -2.174 -0.532 0.648
C 0.969 -0.008 -0.381
C -1.206 -0.052 0.777
H -0.851 0.158 -1.241
H 2.648 0.076 -1.267
H -0.785 -0.613 1.612
H 1.421 -0.036 0.616
N -0.385 -0.181 -0.411
H -1.291 0.997 1.076
*
```

Results
F_max = 0.6 eV/A
E_HOMO = -0.329 Eh
energy relative to the best compared isomer or geometry (same formula, charge and spin) = 20.6 kcal/mol

Atomic partial charges in e from the Mulliken method, atoms 1 to 5: -0.653 0.291 0.105 -0.839 0.262

---

Computed, not measured: 2 unconnected molecules or ions with the total composition C2H6N2, with ωB97M-V with the def2-TZVPD basis set.

ORCA input file:
```
! wB97M-V def2-TZVPD RIJCOSX def2/J DEFGRID3
* xyz 0 1
H -5.798 -0.751 -3.064
H -4.880 -2.949 -1.548
H 6.238 1.226 0.875
C 5.871 1.624 1.821
N -5.071 -1.176 -2.477
N 4.624 1.859 1.856
H 4.398 2.383 2.700
H -6.401 -2.151 -1.045
C -5.523 -2.074 -1.702
H 6.542 2.009 2.583
*
```

Results
F_max = 2.4 eV/A
E_HOMO = -0.347 Eh
energy relative to the best compared isomer or geometry (same formula, charge and spin) = 71.4 kcal/mol

Atomic partial charges in e from the Mulliken method, atoms 1 to 5: 0.237 0.209 0.246 -0.245 -0.473

---

Computed, not measured: a molecular structure, C2H6N2, with ωB97M-V with the def2-TZVPD basis set.

ORCA input file:
```
! wB97M-V def2-TZVPD RIJCOSX def2/J DEFGRID3
* xyz 0 1
H 0.334 1.476 -0.793
H 0.578 -0.398 -1.196
H -0.406 -0.914 1.833
N 1.017 -0.220 0.403
H -1.972 -1.192 0.293
C 0.966 0.568 -0.811
C -0.269 -0.337 0.893
H -0.764 0.690 0.559
N -1.431 -0.376 0.102
H 1.947 0.702 -1.282
*
```

Results
F_max = 5.9 eV/A
E_HOMO = -0.310 Eh
energy relative to the best compared isomer or geometry (same formula, charge and spin) = 159.7 kcal/mol

Atomic partial charges in e from the Mulliken method, atoms 1 to 5: 0.164 0.325 0.365 -0.384 0.238

---

Computed, not measured: C2H6N2 in the gas phase, with ωB97M-V with the def2-TZVPD basis set.

ORCA input file:
```
! wB97M-V def2-TZVPD RIJCOSX def2/J DEFGRID3
* xyz 0 1
N -1.882 0.429 0.198
H 1.973 -1.178 0.367
C 0.647 0.249 -0.190
H -1.853 1.124 -0.559
N 1.921 -0.348 -0.238
H 1.123 0.804 0.677
H -0.638 -0.896 1.156
H -1.168 -0.804 -0.614
C -0.668 -0.280 0.265
H 0.546 0.901 -1.063
*
```

Results
F_max = 1.6 eV/A
E_HOMO = -0.256 Eh
energy relative to the best compared isomer or geometry (same formula, charge and spin) = 175.8 kcal/mol

Atomic partial charges in e from the Mulliken method, atoms 1 to 5: -0.616 0.236 -0.280 0.257 -0.611

---

Computed, not measured: C2H6N2O in the gas phase, with ωB97M-V with the def2-TZVPD basis set.

ORCA input file:
```
! wB97M-V def2-TZVPD RIJCOSX def2/J DEFGRID3
* xyz 0 1
H 0.344 0.465 1.557
O -1.010 -0.898 -1.415
H -1.207 0.219 1.139
H 1.002 1.531 -0.018
H 0.059 1.061 -1.067
H -1.293 -0.380 -0.751
C -0.156 0.323 0.675
N 0.168 -1.396 -0.982
N 0.052 1.438 -0.092
C 0.619 -0.914 0.151
H 1.423 -1.449 0.804
*
```

Results
F_max = 5.4 eV/A
E_HOMO = -0.369 Eh
energy relative to the best compared isomer or geometry (same formula, charge and spin) = 107.3 kcal/mol

Atomic partial charges in e from the Mulliken method, atoms 1 to 5: 0.346 -0.263 0.319 0.289 0.340

---

Computed, not measured: C2H6N2O in the gas phase, with ωB97M-V with the def2-TZVPD basis set.

ORCA input file:
```
! wB97M-V def2-TZVPD RIJCOSX def2/J DEFGRID3
* xyz 0 1
C 0.633 0.959 -0.166
H 1.227 -1.085 0.942
H -0.526 -1.511 -0.505
H -1.520 1.108 0.400
O 1.737 -0.991 0.066
N -1.250 -0.798 -0.334
H -0.482 0.125 1.450
H -1.502 -0.470 -1.275
H 0.678 1.963 -0.571
N 1.705 0.323 -0.364
C -0.700 0.377 0.358
*
```

Results
F_max = 2.2 eV/A
E_HOMO = -0.354 Eh
energy relative to the best compared isomer or geometry (same formula, charge and spin) = 74.4 kcal/mol

Atomic partial charges in e from the Mulliken method, atoms 1 to 5: 0.187 0.336 0.308 0.333 -0.353

---

Computed, not measured: 2 unconnected molecules or ions with the total composition C2H6N2O, with ωB97M-V with the def2-TZVPD basis set.

ORCA input file:
```
! wB97M-V def2-TZVPD RIJCOSX def2/J DEFGRID3
* xyz 0 1
C 1.846 -0.048 1.792
H -0.486 0.298 -2.664
H 1.233 0.060 2.681
C -1.197 -0.425 -0.864
N 2.743 0.848 1.661
H -0.273 -0.473 -0.203
H -1.869 1.046 -2.181
H 1.832 -0.983 1.228
N -1.100 0.469 -1.880
H 2.478 1.624 2.268
O -2.224 -0.994 -0.581
*
```

Results
F_max = 2.2 eV/A
E_HOMO = -0.376 Eh
energy relative to the best compared isomer or geometry (same formula, charge and spin) = 52.5 kcal/mol

Atomic partial charges in e from the Mulliken method, atoms 1 to 5: -0.373 0.220 0.236 0.404 -0.480

---

Computed, not measured: 2 unconnected molecules or ions with the total composition C2H6N2O, with ωB97M-V with the def2-TZVPD basis set.

ORCA input file:
```
! wB97M-V def2-TZVPD RIJCOSX def2/J DEFGRID3
* xyz 0 1
N 0.498 0.557 1.482
H -2.050 0.439 0.150
H 0.904 1.254 2.095
H 2.426 0.319 0.740
O -2.455 -0.625 -1.526
H -1.473 1.119 -1.499
N 1.034 -0.880 -0.222
C 1.374 0.033 0.725
H 1.692 -1.482 -0.677
H 0.049 -1.055 -0.326
C -1.998 0.322 -0.942
*
```

Results
F_max = 0.4 eV/A
E_HOMO = -0.349 Eh
energy relative to the best compared isomer or geometry (same formula, charge and spin) = 42.2 kcal/mol

Atomic partial charges in e from the Mulliken method, atoms 1 to 5: -0.605 0.329 0.217 0.321 -0.399

---

Computed, not measured: C2H6N2O in the gas phase, with ωB97M-V with the def2-TZVPD basis set.

ORCA input file:
```
! wB97M-V def2-TZVPD RIJCOSX def2/J DEFGRID3
* xyz 0 1
N -0.877 -0.393 -1.045
H 1.060 0.301 -1.626
C 1.082 -0.126 0.478
H 2.178 -0.396 0.341
C 0.345 -0.109 -0.845
H 1.389 2.036 0.379
O -1.640 -0.783 0.092
H -0.052 1.605 1.049
N 0.910 1.257 0.977
H 0.647 -0.860 1.130
H -0.889 -1.062 0.673
*
```

Results
F_max = 2.8 eV/A
E_HOMO = -0.343 Eh
energy relative to the best compared isomer or geometry (same formula, charge and spin) = 85.7 kcal/mol

Atomic partial charges in e from the Mulliken method, atoms 1 to 5: -0.425 0.321 -0.759 0.246 0.240

---

Computed, not measured: 2 unconnected molecules or ions with the total composition C2H6N2O, with ωB97M-V with the def2-TZVPD basis set.

ORCA input file:
```
! wB97M-V def2-TZVPD RIJCOSX def2/J DEFGRID3
* xyz 0 1
H -0.972 -0.452 -1.415
C 1.637 0.432 0.345
C 0.543 0.570 -0.368
N -0.515 -0.369 -0.516
O -3.589 0.429 -0.235
H -2.516 -0.421 1.215
N -2.885 -0.442 0.215
H -0.315 -1.283 -0.177
H 2.443 1.143 0.264
H 1.638 -0.396 1.129
H 0.584 1.507 -0.877
*
```

Results
F_max = 3.1 eV/A
E_HOMO (alpha / beta) = -0.314 / -0.314 Eh
energy relative to the best compared isomer or geometry (same formula, charge and spin) = 113.9 kcal/mol

Atomic partial charges in e from the Mulliken method, atoms 1 to 5: 0.288 -0.761 0.103 -0.538 -0.295